Entry 1:
{
  "formula": "C60H50N4O3P3SiTi",
  "method": "ωB97M-V with the def2-TZVPD basis set",
  "e_tot_ev": -133987.3239,
  "multiplicity": 3,
  "s2": 2.01,
  "total_charge": 1,
  "lumo_ev": [-2.685, -3.615],
  "symbols": ["Ti", "C", "C", "C", "C", "C", "C", "P", "C", "C", "C", "C", "C", "C", "C", "C", "C", "C", "C", "C", "Si", "C", "C", "C", "C", "C", "C", "P", "C", "C", "C", "C", "C", "C", "C", "C", "C", "C", "C", "C", "C", "C", "C", "C", "C", "C", "P", "C", "C", "C", "C", "C", "C", "C", "C", "C", "C", "C", "C", "H", "H", "H", "H", "H", "H", "H", "H", "H", "H", "H", "H", "H", "H", "H", "H", "H", "H", "H", "H", "H", "H", "H", "H", "H", "H", "H", "H", "H", "H", "H", "H", "H", "H", "H", "H", "H", "H", "H", "H", "H", "H", "N", "C", "C", "N", "C", "C", "N", "C", "C", "N", "H", "H", "H", "H", "H", "H", "O", "O", "O", "H", "H"],
  "positions_angstrom": [[-0.710, -1.940, -0.175], [-3.132, 1.868, 5.089], [-2.778, 2.982, 4.349], [-1.859, 2.881, 3.319], [-1.250, 1.663, 3.046], [-1.652, 0.533, 3.755], [-2.586, 0.637, 4.767], [0.133, 1.418, 1.864], [1.528, 1.661, 3.055], [1.532, 1.060, 4.310], [2.617, 1.205, 5.156], [3.710, 1.961, 4.767], [3.721, 2.555, 3.517], [2.651, 2.381, 2.658], [0.342, 3.016, 0.976], [0.512, 4.264, 1.569], [0.770, 5.376, 0.785], [0.980, 5.229, -0.577], [0.890, 3.978, -1.159], [0.513, 2.874, -0.401], [0.023, 1.196, -1.192], [-1.620, 1.760, -2.069], [-1.694, 2.911, -2.852], [-2.851, 3.251, -3.529], [-3.995, 2.480, -3.393], [-3.960, 1.359, -2.591], [-2.772, 0.990, -1.961], [-2.740, -0.523, -0.952], [-3.903, -1.492, -1.997], [-5.242, -1.742, -1.719], [-6.009, -2.478, -2.608], [-5.457, -2.944, -3.789], [-4.132, -2.670, -4.089], [-3.358, -1.963, -3.189], [-3.706, 0.030, 0.495], [-3.968, 1.375, 0.743], [-4.719, 1.741, 1.847], [-5.235, 0.773, 2.692], [-4.943, -0.565, 2.472], [-4.160, -0.932, 1.396], [1.199, 1.007, -2.731], [0.685, 1.332, -3.986], [1.487, 1.487, -5.101], [2.855, 1.337, -4.975], [3.380, 0.913, -3.769], [2.577, 0.719, -2.642], [3.184, -0.563, -1.473], [5.007, -0.535, -1.708], [5.793, 0.615, -1.647], [7.170, 0.520, -1.738], [7.777, -0.718, -1.890], [7.005, -1.864, -1.959], [5.627, -1.771, -1.865], [3.204, -0.272, 0.354], [4.317, 0.112, 1.096], [4.422, -0.241, 2.431], [3.436, -0.993, 3.048], [2.286, -1.311, 2.345], [2.176, -0.942, 1.018], [-3.829, 1.957, 5.908], [-3.212, 3.944, 4.577], [-1.618, 3.754, 2.732], [-1.239, -0.432, 3.498], [-2.879, -0.246, 5.314], [0.678, 0.482, 4.631], [2.612, 0.726, 6.124], [4.552, 2.087, 5.431], [4.564, 3.154, 3.204], [2.687, 2.829, 1.676], [0.471, 4.368, 2.644], [0.844, 6.355, 1.238], [1.227, 6.087, -1.186], [1.138, 3.863, -2.203], [-0.830, 3.545, -2.958], [-2.852, 4.117, -4.171], [-4.906, 2.748, -3.906], [-4.851, 0.763, -2.464], [-5.679, -1.357, -0.808], [-7.043, -2.682, -2.378], [-6.051, -3.523, -4.477], [-3.697, -3.002, -5.020], [-2.319, -1.750, -3.412], [-3.602, 2.142, 0.073], [-4.909, 2.788, 2.041], [-5.849, 1.057, 3.533], [-5.331, -1.326, 3.133], [-3.893, -1.969, 1.246], [-0.378, 1.459, -4.109], [1.044, 1.738, -6.052], [3.504, 1.498, -5.822], [4.439, 0.717, -3.703], [5.321, 1.583, -1.542], [7.778, 1.412, -1.698], [8.852, -0.787, -1.953], [7.477, -2.827, -2.093], [5.021, -2.666, -1.923], [5.119, 0.671, 0.640], [5.302, 0.046, 2.986], [3.555, -1.323, 4.068], [1.485, -1.884, 2.796], [1.280, -1.234, 0.454], [1.096, -5.612, 0.180], [2.334, -5.130, -0.176], [2.145, -3.859, -0.618], [0.820, -3.518, -0.543], [0.188, -4.610, -0.052], [-1.204, -4.644, 0.035], [-1.962, -3.584, -0.362], [-3.262, -3.996, -0.196], [-3.308, -5.269, 0.274], [-2.010, -5.693, 0.417], [0.907, -6.502, 0.602], [3.216, -5.726, -0.083], [2.868, -3.166, -1.009], [-4.102, -3.373, -0.440], [-4.142, -5.911, 0.472], [-1.713, -6.540, 0.872], [-1.233, -1.141, 1.293], [-0.444, -2.252, 1.528], [-0.096, -1.800, -2.303], [0.565, -2.514, -2.379], [0.276, -1.025, -2.766]]
}

Entry 2:
{
  "formula": "C60H51BrN3O3P3PdTe",
  "method": "ωB97M-V with the def2-TZVPD basis set",
  "e_tot_ev": -182343.9898,
  "multiplicity": 1,
  "total_charge": 0,
  "lumo_ev": [-0.432, -0.431],
  "symbols": ["Pd", "C", "C", "C", "C", "C", "O", "C", "N", "C", "C", "C", "C", "C", "C", "P", "C", "C", "C", "C", "C", "C", "C", "C", "C", "C", "C", "C", "H", "H", "H", "H", "H", "H", "H", "H", "H", "H", "H", "H", "H", "H", "H", "H", "H", "H", "H", "H", "H", "H", "H", "H", "Te", "C", "C", "C", "N", "C", "C", "C", "P", "C", "C", "C", "C", "C", "C", "C", "C", "C", "C", "C", "C", "P", "C", "C", "C", "C", "C", "C", "C", "C", "C", "C", "C", "C", "H", "H", "H", "H", "H", "H", "H", "H", "H", "H", "H", "H", "H", "H", "H", "H", "H", "H", "H", "H", "H", "H", "H", "H", "Br", "C", "C", "N", "C", "C", "C", "C", "O", "O", "H", "H", "H"],
  "positions_angstrom": [[-0.367, -0.084, 0.483], [2.461, 1.892, -4.083], [2.117, 1.224, -2.748], [0.867, 0.379, -2.952], [1.899, 2.290, -1.677], [3.136, 3.175, -1.472], [3.486, 2.987, -0.095], [2.558, 2.146, 0.436], [1.642, 1.731, -0.340], [2.820, 1.932, 1.901], [3.756, 2.819, 2.459], [4.181, 2.719, 3.768], [3.672, 1.717, 4.578], [2.732, 0.849, 4.052], [2.286, 0.928, 2.738], [1.097, -0.383, 2.263], [2.116, -1.892, 2.237], [3.504, -1.832, 2.199], [4.249, -3.002, 2.144], [3.612, -4.231, 2.113], [2.225, -4.294, 2.136], [1.479, -3.128, 2.192], [0.083, -0.673, 3.786], [0.509, -1.523, 4.819], [-0.279, -1.726, 5.941], [-1.515, -1.100, 6.054], [-1.967, -0.285, 5.028], [-1.174, -0.086, 3.910], [2.553, 1.142, -4.870], [3.393, 2.457, -4.063], [1.658, 2.576, -4.373], [2.952, 0.594, -2.426], [0.105, 1.004, -3.430], [0.446, -0.004, -2.028], [1.064, -0.467, -3.615], [1.030, 2.886, -1.969], [2.951, 4.235, -1.645], [3.986, 2.856, -2.073], [4.169, 3.594, 1.836], [4.913, 3.421, 4.146], [3.996, 1.610, 5.605], [2.342, 0.074, 4.691], [4.009, -0.876, 2.188], [5.329, -2.948, 2.113], [4.195, -5.142, 2.055], [1.722, -5.252, 2.095], [0.398, -3.181, 2.185], [1.449, -2.054, 4.738], [0.073, -2.380, 6.728], [-2.130, -1.266, 6.929], [-2.943, 0.182, 5.076], [-1.540, 0.501, 3.093], [-5.050, -0.064, 1.457], [-6.434, 1.106, 0.373], [-7.625, 1.530, 0.946], [-8.495, 2.302, 0.191], [-8.263, 2.673, -1.066], [-7.120, 2.257, -1.607], [-6.183, 1.481, -0.942], [-3.338, 0.365, 0.388], [-2.031, 1.466, 0.843], [-1.736, 2.671, -0.528], [-0.905, 3.767, -0.325], [-0.729, 4.711, -1.323], [-1.360, 4.557, -2.550], [-2.181, 3.463, -2.768], [-2.383, 2.532, -1.754], [-2.651, 2.628, 2.086], [-3.845, 3.269, 1.762], [-4.365, 4.240, 2.599], [-3.693, 4.590, 3.764], [-2.491, 3.970, 4.080], [-1.967, 2.998, 3.232], [-2.428, -0.867, -0.481], [-3.151, -1.200, -2.113], [-2.485, -0.703, -3.238], [-3.067, -0.804, -4.493], [-4.314, -1.392, -4.627], [-4.979, -1.888, -3.516], [-4.404, -1.802, -2.258], [-2.455, -2.482, 0.378], [-2.446, -3.691, -0.305], [-2.358, -4.890, 0.390], [-2.281, -4.893, 1.774], [-2.273, -3.688, 2.467], [-2.346, -2.493, 1.771], [-7.880, 1.282, 1.970], [-9.426, 2.650, 0.627], [-6.942, 2.557, -2.634], [-5.266, 1.179, -1.436], [-0.392, 3.892, 0.623], [-0.089, 5.567, -1.146], [-1.216, 5.295, -3.330], [-2.685, 3.339, -3.719], [-3.039, 1.693, -1.904], [-4.370, 3.013, 0.850], [-5.296, 4.725, 2.338], [-4.100, 5.351, 4.417], [-1.952, 4.245, 4.976], [-1.013, 2.548, 3.477], [-1.520, -0.244, -3.110], [-2.548, -0.423, -5.363], [-4.774, -1.464, -5.604], [-5.952, -2.347, -3.630], [-4.927, -2.184, -1.391], [-2.494, -3.705, -1.387], [-2.344, -5.825, -0.155], [-2.224, -5.831, 2.310], [-2.199, -3.676, 3.548], [-2.281, -1.555, 2.302], [3.878, -4.604, -4.859], [2.790, -4.470, -3.319], [2.120, -5.590, -2.852], [1.328, -5.555, -1.784], [1.179, -4.391, -1.161], [1.831, -3.226, -1.547], [2.661, -3.266, -2.655], [1.656, -1.933, -0.809], [0.446, -1.792, -0.349], [2.582, -1.158, -0.692], [2.227, -6.541, -3.360], [0.503, -4.370, -0.314], [3.193, -2.378, -2.971]]
}